Entry 1:
This record from OMol25 describes a structure of composition C14H34CdN4O6 in a non-equilibrium geometry. The level of theory is ωB97M-V/def2-TZVPD.

```
59
Properties=species:S:1:pos:R:3:lowdin_spin:R:1
Cd -0.805 0.314 -0.748 0.0486
C -3.388 -1.371 -1.898 0.0352
O -2.210 -0.584 -1.897 0.3893
H -4.256 -0.744 -1.693 0.0097
H -3.565 -1.903 -2.832 0.0199
H -3.418 -2.194 -1.183 -0.0009
C -1.814 2.837 -2.273 0.0346
O -0.986 2.369 -1.243 0.4362
H -2.831 2.497 -2.077 0.0101
H -1.725 3.919 -2.180 0.0235
H -1.525 2.550 -3.284 -0.0006
C -2.425 1.788 2.933 0.0000
C -2.453 0.450 2.150 -0.0013
O -1.947 0.373 0.996 -0.0065
N -3.215 -0.507 2.628 -0.0002
C -3.268 -1.833 2.171 -0.0001
H -1.776 1.681 3.803 0.0000
H -3.383 2.179 3.274 0.0000
H -2.017 2.607 2.340 -0.0001
H -3.778 -0.235 3.422 -0.0001
H -3.566 -2.588 2.899 0.0000
H -2.330 -2.056 1.662 0.0000
H -4.092 -1.868 1.459 0.0000
C 0.698 -2.054 2.047 0.0000
C 0.553 -2.486 0.607 0.0003
O -0.186 -1.864 -0.125 0.0021
N 1.193 -3.562 0.287 0.0002
C 1.199 -3.997 -1.165 0.0000
H -0.061 -1.286 2.194 0.0000
H 1.738 -1.892 2.333 0.0000
H 0.348 -2.920 2.608 0.0000
H 1.771 -4.166 0.853 0.0000
H 2.080 -3.559 -1.634 0.0000
H 0.446 -3.394 -1.672 0.0000
H 1.348 -5.074 -1.234 0.0000
C 2.532 2.279 0.655 0.0001
C 1.458 1.370 1.327 0.0004
O 0.740 0.695 0.620 0.0018
N 1.400 1.458 2.680 0.0003
C 1.926 2.575 3.390 0.0001
H 2.721 1.786 -0.299 0.0000
H 3.468 2.151 1.198 0.0000
H 2.209 3.285 0.384 0.0000
H 0.629 0.976 3.121 0.0000
H 1.858 2.604 4.477 0.0000
H 1.497 3.471 2.941 0.0000
H 2.991 2.654 3.171 0.0000
C 2.921 -1.097 -2.029 0.0000
C 1.857 -0.159 -2.658 -0.0004
O 0.698 -0.122 -2.207 -0.0016
N 2.344 0.664 -3.575 -0.0003
C 1.597 1.755 -4.192 -0.0002
H 3.901 -0.634 -1.914 0.0000
H 3.024 -1.965 -2.680 0.0000
H 2.591 -1.494 -1.069 0.0000
H 3.201 0.341 -4.001 0.0000
H 2.013 1.921 -5.186 0.0000
H 1.508 2.633 -3.553 -0.0001
H 0.560 1.425 -4.131 -0.0001
```

Its net charge is +1. For the HOMO energy (alpha / beta), the calculation gives -11.67 / -9.77 eV. The value obtained for the frontier orbital gap (alpha / beta) is 9.791 / 4.975 eV. The total energy is -37871.032 eV. The value obtained for the lowest unoccupied orbital energy (alpha / beta) is -1.9 / -4.8 eV. The spin multiplicity is 2.



Entry 2:
This record from OMol25 describes a cluster of 6 separate species, C14H34ClN4O5S in total in a non-equilibrium geometry. The level of theory is ωB97M-V/def2-TZVPD.

```
59
Properties=species:S:1:pos:R:3:lowdin_charge:R:1
Cl 0.589 0.603 -0.398 -0.1256
C -1.138 -0.648 -4.116 -0.0058
C -1.700 -1.846 -3.362 -0.5524
O -2.181 -2.808 -3.953 0.0143
N -1.553 -1.776 -2.023 0.0051
C -1.971 -2.806 -1.106 -0.0702
H -0.082 -0.468 -3.911 0.0754
H -1.734 0.243 -3.919 0.0680
H -1.171 -0.842 -5.188 0.0739
H -1.038 -0.999 -1.635 0.0236
H -1.151 -3.060 -0.432 0.0595
H -2.303 -3.676 -1.664 0.0799
H -2.794 -2.494 -0.455 0.0781
C 0.289 -3.240 2.444 0.0058
C 1.380 -2.344 3.017 -0.5617
O 1.981 -2.605 4.046 0.0272
N 1.707 -1.261 2.249 -0.0087
C 2.267 -0.071 2.878 -0.0822
H -0.648 -3.093 2.977 0.0816
H 0.690 -4.244 2.564 0.0837
H 0.125 -2.941 1.411 0.0449
H 1.099 -1.121 1.453 0.0126
H 1.487 0.453 3.442 0.0753
H 2.382 0.669 2.076 0.0528
H 3.207 -0.317 3.348 0.0812
C -0.171 4.507 0.896 -0.0051
C -1.185 4.441 -0.227 -0.5742
O -1.780 5.462 -0.570 0.0027
N -1.387 3.230 -0.765 -0.0184
C -2.363 2.961 -1.792 -0.0750
H 0.543 3.686 0.778 0.0608
H -0.708 4.413 1.844 0.0787
H 0.364 5.448 0.975 0.0751
H -0.783 2.462 -0.497 -0.0316
H -2.765 1.960 -1.601 0.0736
H -1.842 2.834 -2.751 0.0801
H -3.114 3.737 -1.871 0.0804
C 2.990 -2.850 -1.107 -0.0048
C 4.011 -1.795 -1.430 -0.5715
O 5.200 -2.101 -1.506 0.0055
N 3.531 -0.557 -1.599 0.0031
C 4.376 0.602 -1.681 -0.0868
H 3.409 -3.645 -0.495 0.0800
H 2.731 -3.327 -2.056 0.0862
H 2.142 -2.429 -0.565 0.0511
H 2.545 -0.394 -1.457 0.0002
H 4.047 1.388 -2.367 0.0763
H 5.425 0.389 -1.844 0.0762
H 4.293 1.155 -0.732 0.0787
C -3.574 1.762 1.638 -0.2579
S -2.959 1.222 3.260 0.8005
O -3.943 0.257 3.831 -0.5666
C -1.581 0.264 2.549 -0.2841
H -2.984 2.563 1.201 0.0337
H -4.594 2.124 1.782 0.0501
H -3.681 0.848 1.050 0.0506
H -0.825 0.885 2.074 0.0065
H -2.044 -0.525 1.954 0.0471
H -1.064 -0.286 3.342 0.0427
```

As for the energy above the lowest of the compared OMol25 structures with the same formula, charge and spin: 0.461 eV. Its net charge is -1. For the HOMO energy, the calculation gives -6.90 eV. The value obtained for the frontier orbital gap is 9.490 eV. The total energy is -54630.033 eV. The value obtained for the lowest unoccupied orbital energy is 2.6 eV. The spin multiplicity is 1.



Entry 3:
This record from OMol25 describes a structure of composition C14H34GaILiMgNNaO8 in a non-equilibrium geometry. The level of theory is ωB97M-V/def2-TZVPD.

```
62
Properties=species:S:1:pos:R:3:lowdin_charge:R:1
O 1.364 1.543 4.381 -0.0318
N 0.917 0.384 4.362 -0.0095
O 1.626 -0.361 3.456 -0.3445
C 0.655 -0.598 2.374 -0.2820
Ga 1.571 -1.023 0.524 0.3773
C 3.043 0.406 0.275 -0.4372
C 3.488 0.690 -1.277 -0.3440
C 2.415 1.636 -2.117 -0.5785
I 2.370 3.733 -1.369 0.7054
H -0.099 -1.484 2.583 0.0935
H 0.051 0.421 2.223 0.1004
H 2.125 -2.548 0.476 -0.0531
H 0.417 -0.826 -0.607 -0.0348
H 3.985 0.140 0.927 -0.0582
H 2.617 1.434 0.693 -0.1106
H 3.651 -0.286 -1.927 0.1252
H 4.492 1.334 -1.228 0.1014
H 2.827 1.724 -3.223 0.0746
H 1.319 1.233 -2.049 0.0557
C -3.902 -4.251 -4.809 -0.1091
O -4.250 -3.363 -3.758 -0.2107
C -5.623 -3.497 -3.377 -0.1906
C -5.869 -2.816 -2.028 -0.1682
O -5.484 -3.636 -0.917 -0.1379
C -4.074 -3.722 -0.675 -0.1708
C -3.507 -2.455 -0.029 -0.1919
O -3.245 -1.464 -1.026 -0.2083
C -3.015 -0.184 -0.457 -0.1098
H -4.521 -4.066 -5.691 0.0865
H -2.855 -4.079 -5.069 0.0870
H -4.010 -5.289 -4.479 0.0866
H -5.893 -4.556 -3.311 0.1275
H -6.231 -3.012 -4.148 0.1245
H -6.949 -2.667 -1.918 0.1272
H -5.403 -1.831 -1.974 0.1187
H -3.531 -3.998 -1.581 0.1200
H -3.954 -4.547 0.037 0.1252
H -2.558 -2.690 0.465 0.1159
H -4.217 -2.065 0.709 0.1283
H -3.911 0.163 0.066 0.0890
H -2.795 0.516 -1.268 0.0913
H -2.163 -0.214 0.227 0.0602
C 3.911 -0.826 5.813 -0.0823
C 5.108 -0.143 6.441 -0.2979
O 5.946 0.395 5.429 -0.1205
H 4.234 -1.628 5.141 0.0587
H 3.256 -1.249 6.580 0.0956
H 3.334 -0.118 5.209 0.0371
H 5.693 -0.858 7.026 0.1235
H 4.793 0.669 7.104 0.1243
H 5.419 1.035 4.921 0.0408
Mg 3.504 2.475 2.135 0.6609
O -0.860 6.300 -3.169 0.0043
C 0.067 7.170 -3.592 -0.2695
C 1.032 7.553 -2.372 -0.2815
O 1.951 8.434 -2.792 0.0120
H -0.295 8.131 -3.997 0.1375
H 0.736 6.836 -4.404 0.1353
H 1.404 6.591 -1.976 0.0539
H 0.364 7.876 -1.554 0.1368
Na 3.246 -2.110 2.597 0.4155
Li 6.284 -0.361 1.992 0.6759
```

Its net charge is +1. For the HOMO energy, the calculation gives -9.66 eV. The value obtained for the frontier orbital gap is 4.313 eV. The total energy is -103460.755 eV. The value obtained for the lowest unoccupied orbital energy is -5.3 eV. The spin multiplicity is 1.